*w*
Here is one molecule with the formula C3H8OS2 from OMol25. Energies are from ωB97M-V with the def2-TZVPD basis set.

XYZ file:
```
14
Properties=species:S:1:pos:R:3
O -1.90920 1.93726 0.12490
C -1.13964 0.87968 0.59159
C 0.13663 0.58686 -0.28532
C 0.31664 -0.70306 -0.86576
S 2.00511 -1.11909 -1.40426
S 2.40522 -2.57285 0.15663
H -2.72590 2.02473 0.64663
H -0.75332 1.27368 1.59771
H -1.65022 -0.09666 0.72758
H 0.19011 1.32120 -1.22521
H 1.08740 0.78107 0.34692
H 0.06660 -1.51784 -0.14653
H -0.32944 -0.96130 -1.72897
H 2.30002 -1.83370 1.46408
```

HOMO energy = -8.9 eV
frontier orbital gap = 0.3302 Eh
net charge = 0
E_LUMO = 0.046 eV
SMILES = OCCCSS

***

*x*
Here is one molecule with the formula C3H8OS2 from OMol25. Energies are from ωB97M-V with the def2-TZVPD basis set.

XYZ file:
```
14
Properties=species:S:1:pos:R:3
O 0.12222 -0.94845 -1.77952
C -0.02584 -1.62087 -0.55511
C 0.23397 -0.74668 0.69144
S 1.80455 0.14935 0.55766
C -0.95355 0.16086 1.07365
S -1.33919 1.40948 -0.20202
H -0.57840 -0.28669 -1.85116
H 0.72151 -2.40129 -0.56151
H -1.02794 -2.10022 -0.44397
H 0.36505 -1.42372 1.53046
H 1.74051 0.33702 -0.74105
H -1.81787 -0.45988 1.25268
H -0.70795 0.69287 2.03463
H -2.64591 1.52852 0.06603
```

HOMO energy = -9.1 eV
frontier orbital gap = 0.3547 Eh
net charge = 0
E_LUMO = 0.584 eV
SMILES = OC[C@@H](S)CS

***

Which structure loses on stability? *w* does.